# 1
DFT (the ωB97M-V functional and the def2-TZVPD basis) results for a structure of composition C6H10.

Computed properties:
Total charge   0
Gap between HOMO and LUMO   8.52 eV
ΔE to the lowest compared entry with this formula, charge and spin   5.8401 eV
E_LUMO   1.00 eV

Geometry (Å):
1 C 0.95 -0.05 -0.99
2 C 0.66 -0.44 0.38
3 C 0.74 0.64 1.44
4 C -1.67 -0.82 0.27
5 C -1.64 0.02 -0.80
6 C -1.07 0.67 -1.70
7 H 1.91 -0.42 -0.18
8 H 1.30 0.95 -1.21
9 H 1.02 -0.81 -1.76
10 H 0.68 -1.49 0.66
11 H -0.21 0.73 1.97
12 H 1.52 0.46 2.18
13 H 0.93 1.61 0.96
14 H -1.88 -1.88 0.08
15 H -2.00 -0.47 1.25
16 H -1.25 1.31 -2.55

Atom charges from the natural (NBO) analysis, given in e for atoms 1 to 2: C -0.50; C -0.24

=====

# 2
DFT (the ωB97M-V functional and the def2-TZVPD basis) results for an isolated molecule of C6H10 in a non-equilibrium geometry.

Computed properties:
Total charge   0
Gap between HOMO and LUMO   10.34 eV
ΔE to the lowest compared entry with this formula, charge and spin   1.3198 eV
E_LUMO   1.04 eV

Geometry (Å):
1 C -0.79 -1.18 1.24
2 C -0.54 -0.46 0.14
3 C -1.35 -0.68 -1.13
4 C 0.68 0.40 0.02
5 C 1.81 -0.22 -0.29
6 C 0.54 1.84 0.28
7 H -0.18 -1.06 2.12
8 H -1.58 -1.91 1.35
9 H -2.33 -0.98 -0.73
10 H -1.08 -1.62 -1.62
11 H -1.39 0.08 -1.89
12 H 2.70 0.41 -0.36
13 H 2.01 -1.28 -0.41
14 H -0.31 2.22 -0.29
15 H 1.45 2.44 0.23
16 H 0.37 2.00 1.36

Atom charges from the natural (NBO) analysis, given in e for atoms 1 to 2: C -0.41; C 0.00

=====

# 3
DFT (the ωB97M-V functional and the def2-TZVPD basis) results for an isolated molecule of C6H10 in a non-equilibrium geometry.

Computed properties:
Total charge   0
Gap between HOMO and LUMO   8.52 eV
ΔE to the lowest compared entry with this formula, charge and spin   4.2677 eV
E_LUMO   1.11 eV

Geometry (Å):
1 C -2.02 0.04 0.17
2 C -0.63 -0.29 -0.98
3 C 0.22 0.15 0.06
4 C 0.86 -0.68 1.06
5 C 1.70 -0.27 -0.11
6 C 1.26 1.15 -0.16
7 H -2.19 -0.92 0.66
8 H -2.79 0.28 -0.53
9 H -2.05 0.81 1.00
10 H -0.56 -1.36 -1.29
11 H -0.61 0.39 -1.84
12 H 0.52 -1.71 1.18
13 H 1.13 -0.19 2.00
14 H 2.34 -0.86 -0.77
15 H 1.56 1.78 0.67
16 H 1.24 1.66 -1.12

Atom charges from the natural (NBO) analysis, given in e for atoms 1 to 2: C -0.63; C -0.35

=====

# 4
DFT (the ωB97M-V functional and the def2-TZVPD basis) results for a cluster of 2 separate species, C6H10 in total.

Computed properties:
Total charge   0
Gap between HOMO and LUMO   10.21 eV
ΔE to the lowest compared entry with this formula, charge and spin   2.2561 eV
E_LUMO   1.11 eV

Geometry (Å):
1 C -2.04 0.55 0.47
2 C -1.31 0.18 -0.58
3 C -0.18 0.98 -1.07
4 C 0.74 1.54 -0.29
5 H -1.77 1.43 1.03
6 H -2.95 0.02 0.76
7 H -1.59 -0.71 -1.16
8 H -0.14 1.12 -2.14
9 H 1.55 2.15 -0.69
10 H 0.74 1.40 0.79
11 C 1.73 -1.13 0.37
12 C 0.60 -1.78 0.60
13 H 2.21 -0.52 1.13
14 H 2.21 -1.13 -0.61
15 H 0.08 -1.72 1.55
16 H 0.12 -2.38 -0.16

Atom charges from the natural (NBO) analysis, given in e for atoms 1 to 2: C -0.37; C -0.22

=====

# 5
DFT (the ωB97M-V functional and the def2-TZVPD basis) results for an isolated molecule of C6H10.

Computed properties:
Total charge   0
Gap between HOMO and LUMO   11.03 eV
ΔE to the lowest compared entry with this formula, charge and spin   1.3712 eV
E_LUMO   1.09 eV

Geometry (Å):
1 C 2.66 0.45 0.01
2 C 1.58 0.70 0.48
3 C 0.22 0.96 0.96
4 C -0.83 0.09 0.23
5 C -0.74 0.23 -1.29
6 C -0.70 -1.38 0.63
7 H 3.61 0.22 -0.42
8 H -0.02 2.02 0.82
9 H 0.16 0.77 2.04
10 H -1.81 0.45 0.56
11 H -1.55 -0.33 -1.77
12 H 0.21 -0.18 -1.65
13 H -0.80 1.27 -1.61
14 H -0.61 -1.51 1.71
15 H -1.57 -1.96 0.29
16 H 0.20 -1.83 0.16

Atom charges from the natural (NBO) analysis, given in e for atoms 1 to 2: C -0.27; C 0.02

=====

# 6
DFT (the ωB97M-V functional and the def2-TZVPD basis) results for an isolated molecule of C6H10.

Computed properties:
Total charge   0
Gap between HOMO and LUMO   11.05 eV
ΔE to the lowest compared entry with this formula, charge and spin   1.4767 eV
E_LUMO   1.15 eV

Geometry (Å):
1 C -3.02 -0.12 1.29
2 C -1.92 -0.58 1.15
3 C -0.55 -1.10 1.05
4 C 0.48 -0.06 0.55
5 C 0.60 -0.01 -0.97
6 C 1.55 1.09 -1.44
7 H -4.00 0.29 1.40
8 H -0.51 -1.98 0.40
9 H -0.27 -1.46 2.06
10 H 1.47 -0.29 0.98
11 H 0.20 0.93 0.94
12 H -0.40 0.14 -1.42
13 H 0.97 -0.99 -1.33
14 H 1.16 2.08 -1.19
15 H 1.71 1.05 -2.52
16 H 2.53 0.99 -0.95

Atom charges from the natural (NBO) analysis, given in e for atoms 1 to 2: C -0.26; C -0.01